# 1
{"formula": "C28H29N2O3P2ReSTe", "method": "ωB97M-V with the def2-TZVPD basis set", "species": ["Re", "O", "C", "C", "C", "C", "C", "C", "C", "O", "N", "N", "C", "C", "C", "C", "C", "C", "C", "O", "H", "H", "H", "H", "H", "H", "H", "H", "H", "H", "C", "P", "C", "C", "C", "C", "C", "C", "C", "P", "C", "C", "H", "H", "H", "H", "H", "H", "H", "H", "H", "H", "H", "H", "H", "H", "H", "H", "Te", "C", "C", "C", "C", "S", "H", "H", "H"], "coordinates": [[0.12, 0.19, 0.32], [2.42, 5.05, 1.64], [3.42, 4.15, 1.70], [4.69, 4.63, 2.04], [5.76, 3.78, 2.12], [5.61, 2.41, 1.87], [4.37, 1.93, 1.54], [3.25, 2.78, 1.44], [1.96, 2.22, 1.07], [1.90, 0.89, 0.86], [0.91, 2.97, 0.98], [-0.21, 2.25, 0.59], [-1.28, 2.92, 0.33], [-2.53, 2.35, -0.09], [-3.61, 3.23, -0.22], [-4.85, 2.79, -0.63], [-5.02, 1.44, -0.93], [-3.97, 0.56, -0.82], [-2.71, 0.99, -0.40], [-1.73, 0.07, -0.32], [1.60, 4.58, 1.39], [4.79, 5.69, 2.23], [6.73, 4.17, 2.39], [6.46, 1.74, 1.94], [4.22, 0.87, 1.34], [-1.22, 4.00, 0.44], [-3.46, 4.28, 0.02], [-5.68, 3.48, -0.72], [-5.98, 1.08, -1.26], [-4.10, -0.49, -1.06], [0.65, -0.53, 3.61], [-0.33, -1.06, 2.17], [-2.05, -0.93, 2.72], [0.02, -2.83, 2.00], [-0.39, -3.79, 2.92], [-0.06, -5.12, 2.71], [0.67, -5.50, 1.59], [1.08, -4.54, 0.68], [0.75, -3.21, 0.88], [1.27, -1.85, -0.21], [1.28, -2.49, -1.91], [3.05, -1.71, 0.15], [0.42, -1.16, 4.47], [0.41, 0.51, 3.84], [1.71, -0.60, 3.37], [-2.20, -1.48, 3.65], [-2.70, -1.33, 1.95], [-2.29, 0.12, 2.88], [-0.95, -3.51, 3.80], [-0.39, -5.88, 3.42], [0.91, -6.54, 1.43], [1.65, -4.84, -0.20], [0.27, -2.78, -2.21], [1.95, -3.34, -2.00], [1.62, -1.70, -2.57], [3.52, -2.69, 0.00], [3.19, -1.39, 1.18], [3.51, -0.98, -0.52], [-2.41, -3.01, -0.78], [-2.16, -5.04, -0.57], [-2.65, -5.85, 0.43], [-2.26, -7.20, 0.29], [-1.47, -7.40, -0.81], [-1.21, -5.96, -1.68], [-3.28, -5.48, 1.22], [-2.55, -7.99, 0.97], [-1.05, -8.34, -1.15]], "charge": 1, "energy_ha": -2846.63115, "homo_energy_ev": [-10.420, -10.460], "multiplicity": 2, "de_lowest_kcal_mol": 23.1, "largest_force_ha_per_bohr": 0.01954, "s2": 0.762, "orbital_gap_ha": [0.227, 0.223]}

---

# 2
{"formula": "C55H46Cl3I2KN5O4S3Sb", "method": "ωB97M-V with the def2-TZVPD basis set", "species": ["K", "C", "O", "C", "C", "C", "C", "C", "C", "N", "N", "C", "O", "C", "C", "C", "C", "C", "C", "C", "O", "H", "H", "H", "H", "H", "H", "H", "H", "H", "H", "H", "H", "S", "C", "C", "C", "C", "C", "N", "H", "H", "H", "H", "I", "C", "I", "H", "H", "Cl", "C", "C", "C", "C", "C", "C", "N", "C", "C", "N", "C", "O", "C", "C", "C", "Cl", "S", "C", "C", "C", "Cl", "C", "H", "H", "H", "H", "H", "H", "H", "H", "H", "H", "H", "H", "H", "S", "Sb", "C", "C", "C", "C", "C", "C", "C", "C", "C", "C", "C", "C", "C", "C", "C", "C", "C", "C", "H", "H", "H", "H", "H", "H", "H", "H", "H", "H", "H", "H", "H", "H", "H"], "coordinates": [[-0.71, -0.61, -0.15], [5.00, -0.83, 2.08], [3.66, -1.21, 1.89], [2.71, -0.38, 2.45], [3.06, 0.69, 3.25], [2.06, 1.49, 3.81], [0.74, 1.18, 3.56], [0.35, 0.10, 2.76], [-1.11, -0.10, 2.72], [-1.73, -1.13, 2.29], [-3.12, -1.09, 2.43], [-3.72, -1.22, 1.27], [-3.18, -1.25, 0.13], [-5.23, -1.29, 1.35], [-5.90, -1.46, 2.55], [-7.29, -1.54, 2.58], [-8.02, -1.45, 1.39], [-7.35, -1.27, 0.19], [-5.96, -1.20, 0.17], [1.35, -0.72, 2.13], [1.12, -1.71, 1.35], [5.61, -1.57, 1.56], [5.28, -0.83, 3.14], [5.20, 0.16, 1.66], [4.10, 0.92, 3.44], [2.33, 2.34, 4.44], [-0.04, 1.79, 4.00], [-1.69, 0.73, 3.13], [-5.32, -1.53, 3.46], [-7.81, -1.68, 3.52], [-9.10, -1.50, 1.41], [-7.91, -1.20, -0.74], [-5.42, -1.08, -0.76], [-0.05, 1.74, -4.11], [1.05, 0.98, -3.02], [1.54, -0.33, -3.19], [2.30, -0.90, -2.20], [2.60, -0.20, -1.03], [2.14, 1.09, -0.94], [1.41, 1.66, -1.91], [1.26, -0.88, -4.08], [2.65, -1.92, -2.31], [3.10, -0.66, -0.19], [2.30, 1.70, -0.05], [-4.51, 1.31, -3.68], [-3.03, -0.14, -3.24], [-3.64, -2.13, -3.64], [-2.81, -0.06, -2.18], [-2.16, 0.10, -3.83], [5.75, -4.91, 0.93], [4.04, -5.26, 1.06], [3.17, -4.27, 1.47], [1.82, -4.56, 1.57], [1.32, -5.83, 1.27], [-0.16, -6.13, 1.37], [-0.88, -5.89, 0.03], [-0.40, -4.81, -0.80], [0.73, -4.85, -1.59], [0.77, -3.65, -2.24], [-0.29, -2.87, -1.85], [-0.97, -3.60, -1.00], [-0.75, -5.54, 2.51], [-1.43, -4.28, 2.42], [-1.55, -3.78, 3.83], [-2.63, -3.94, 4.64], [-4.09, -4.76, 4.26], [-2.44, -3.16, 6.16], [-0.85, -2.65, 5.73], [-0.52, -3.04, 4.48], [2.24, -6.79, 0.84], [1.72, -8.40, 0.38], [3.60, -6.52, 0.73], [3.49, -3.27, 1.72], [1.17, -3.74, 1.86], [-0.27, -7.20, 1.55], [-1.94, -5.74, 0.23], [-0.78, -6.81, -0.55], [1.38, -5.71, -1.62], [1.49, -3.31, -2.96], [-1.90, -3.30, -0.52], [-2.43, -4.40, 1.99], [-0.89, -3.53, 1.84], [-0.27, -2.05, 6.42], [0.41, -2.79, 4.00], [4.28, -7.29, 0.41], [-1.31, 2.53, -0.71], [0.24, 3.71, -1.94], [1.25, 4.76, -0.34], [2.09, 5.85, -0.58], [2.70, 6.52, 0.47], [2.50, 6.10, 1.77], [1.67, 5.01, 2.02], [1.05, 4.35, 0.97], [1.87, 4.18, -3.32], [1.63, 4.74, -4.56], [2.67, 5.06, -5.42], [3.99, 4.80, -5.04], [4.24, 4.24, -3.80], [3.19, 3.93, -2.94], [-1.05, 5.20, -2.83], [-2.22, 4.74, -3.42], [-3.10, 5.61, -4.04], [-2.82, 6.97, -4.07], [-1.66, 7.45, -3.48], [-0.77, 6.56, -2.87], [2.29, 6.17, -1.60], [3.35, 7.37, 0.26], [2.98, 6.62, 2.59], [1.51, 4.67, 3.04], [0.38, 3.52, 1.17], [0.61, 4.92, -4.87], [2.46, 5.49, -6.39], [4.80, 5.04, -5.71], [5.26, 4.03, -3.50], [3.41, 3.50, -1.97], [-2.46, 3.68, -3.37], [-4.01, 5.23, -4.49], [-3.51, 7.66, -4.55], [-1.43, 8.51, -3.49], [0.14, 6.95, -2.42]], "charge": -2, "energy_ha": -6709.02494, "homo_energy_ev": -2.436, "de_lowest_kcal_mol": 0.0, "largest_force_ha_per_bohr": 0.01310, "orbital_gap_ha": 0.214}

---

# 3
{"formula": "C28H34HgN2P2S2", "method": "ωB97M-V with the def2-TZVPD basis set", "species": ["Hg", "S", "C", "N", "C", "C", "N", "C", "C", "C", "C", "C", "C", "C", "C", "S", "C", "C", "C", "C", "C", "C", "C", "H", "H", "H", "H", "H", "H", "H", "H", "H", "H", "H", "H", "H", "H", "H", "H", "H", "H", "C", "P", "C", "C", "C", "C", "C", "C", "C", "P", "C", "C", "H", "H", "H", "H", "H", "H", "H", "H", "H", "H", "H", "H", "H", "H", "H", "H"], "coordinates": [[0.98, -0.52, 1.19], [0.59, 1.61, 0.07], [-0.68, 1.13, -1.03], [-1.31, 2.14, -1.67], [-2.44, 1.84, -2.52], [-2.15, 0.56, -3.29], [-1.85, -0.49, -2.35], [-2.56, -1.74, -2.55], [-4.01, -1.57, -2.16], [-5.02, -1.62, -3.11], [-6.34, -1.38, -2.73], [-6.63, -1.07, -1.42], [-5.62, -1.02, -0.47], [-4.32, -1.27, -0.84], [-1.09, -0.21, -1.26], [-0.66, -1.57, -0.28], [-0.82, 3.51, -1.72], [-0.12, 3.75, -3.03], [-0.63, 4.62, -3.98], [0.00, 4.76, -5.21], [1.13, 4.01, -5.50], [1.64, 3.14, -4.55], [1.02, 3.02, -3.32], [-2.59, 2.67, -3.21], [-3.34, 1.70, -1.91], [-1.30, 0.73, -3.96], [-3.03, 0.28, -3.87], [-2.08, -2.51, -1.94], [-2.45, -2.02, -3.60], [-4.79, -1.85, -4.14], [-7.13, -1.41, -3.47], [-7.65, -0.85, -1.13], [-5.85, -0.77, 0.56], [-3.53, -1.23, -0.11], [-0.14, 3.67, -0.88], [-1.68, 4.17, -1.60], [-1.52, 5.19, -3.77], [-0.40, 5.43, -5.95], [1.60, 4.09, -6.47], [2.52, 2.56, -4.77], [1.42, 2.34, -2.58], [-0.07, -0.89, 5.10], [1.23, -0.43, 3.90], [1.61, 1.30, 4.35], [2.72, -1.35, 4.43], [3.03, -1.41, 5.79], [4.15, -2.08, 6.24], [4.99, -2.70, 5.33], [4.70, -2.65, 3.98], [3.57, -1.97, 3.51], [3.24, -1.95, 1.71], [4.87, -1.67, 0.92], [2.88, -3.69, 1.31], [0.12, -0.48, 6.09], [-0.14, -1.98, 5.15], [-1.02, -0.50, 4.73], [1.97, 1.38, 5.38], [0.69, 1.88, 4.24], [2.37, 1.69, 3.67], [2.38, -0.93, 6.50], [4.37, -2.12, 7.29], [5.87, -3.23, 5.67], [5.36, -3.13, 3.27], [5.53, -2.53, 1.02], [5.33, -0.79, 1.37], [4.69, -1.47, -0.14], [3.64, -4.36, 1.72], [2.84, -3.78, 0.23], [1.90, -3.96, 1.72]], "charge": 1, "energy_ha": -2829.21990, "homo_energy_ev": [-9.074, -10.761], "multiplicity": 2, "largest_force_ha_per_bohr": 0.02250, "s2": 0.755, "orbital_gap_ha": [0.257, 0.283]}

---

# 4
{"formula": "C6H14N2", "method": "ωB97M-V with the def2-TZVPD basis set", "species": ["C", "C", "C", "C", "N", "C", "C", "N", "H", "H", "H", "H", "H", "H", "H", "H", "H", "H", "H", "H", "H", "H"], "coordinates": [[2.24, -0.36, -0.79], [0.73, -0.59, -0.86], [-0.07, 0.61, -0.04], [-1.33, 0.85, -0.87], [-2.04, -0.36, -1.17], [-0.37, 0.30, 1.43], [-1.53, -0.71, 1.73], [2.43, 0.25, 0.51], [2.87, -1.19, -1.13], [2.48, 0.44, -1.52], [0.30, -0.55, -1.87], [0.49, -1.57, -0.44], [-1.10, 1.46, -1.75], [-2.52, -0.22, -2.05], [-2.00, 1.50, -0.27], [0.52, -0.18, 1.85], [-0.50, 1.22, 2.01], [-2.05, -0.35, 2.63], [-1.11, -1.68, 1.94], [-2.16, -0.76, 0.74], [0.63, 1.46, -0.16], [3.28, 0.81, 0.37]], "charge": 0, "energy_ha": -346.23509, "homo_energy_ev": -7.034, "de_lowest_kcal_mol": 183.3, "largest_force_ha_per_bohr": 0.05167, "orbital_gap_ha": 0.135}

---

# 5
{"formula": "C2H5ClN2O", "method": "ωB97M-V with the def2-TZVPD basis set", "species": ["C", "C", "N", "N", "O", "Cl", "H", "H", "H", "H", "H"], "coordinates": [[-0.30, 0.32, -1.13], [-1.04, -0.64, 1.01], [2.36, -0.40, -1.52], [0.16, 1.39, -0.47], [-1.02, -0.53, -0.46], [2.26, -1.97, -1.34], [-1.83, 0.14, 1.43], [-0.14, -0.49, 1.48], [-1.33, -1.55, 1.30], [0.76, 2.06, -0.83], [0.12, 1.67, 0.53]], "charge": 0, "energy_ha": -723.90694, "homo_energy_ev": [-8.206, -8.189], "de_lowest_kcal_mol": 143.8, "largest_force_ha_per_bohr": 0.12041, "orbital_gap_ha": [0.277, 0.277]}

---

Please write out number 5 again, unchanged.
{"formula": "C2H5ClN2O", "method": "ωB97M-V with the def2-TZVPD basis set", "species": ["C", "C", "N", "N", "O", "Cl", "H", "H", "H", "H", "H"], "coordinates": [[-0.30, 0.32, -1.13], [-1.04, -0.64, 1.01], [2.36, -0.40, -1.52], [0.16, 1.39, -0.47], [-1.02, -0.53, -0.46], [2.26, -1.97, -1.34], [-1.83, 0.14, 1.43], [-0.14, -0.49, 1.48], [-1.33, -1.55, 1.30], [0.76, 2.06, -0.83], [0.12, 1.67, 0.53]], "charge": 0, "energy_ha": -723.90694, "homo_energy_ev": [-8.206, -8.189], "de_lowest_kcal_mol": 143.8, "largest_force_ha_per_bohr": 0.12041, "orbital_gap_ha": [0.277, 0.277]}

---

Repeat the fourth record exactly.
{"formula": "C6H14N2", "method": "ωB97M-V with the def2-TZVPD basis set", "species": ["C", "C", "C", "C", "N", "C", "C", "N", "H", "H", "H", "H", "H", "H", "H", "H", "H", "H", "H", "H", "H", "H"], "coordinates": [[2.24, -0.36, -0.79], [0.73, -0.59, -0.86], [-0.07, 0.61, -0.04], [-1.33, 0.85, -0.87], [-2.04, -0.36, -1.17], [-0.37, 0.30, 1.43], [-1.53, -0.71, 1.73], [2.43, 0.25, 0.51], [2.87, -1.19, -1.13], [2.48, 0.44, -1.52], [0.30, -0.55, -1.87], [0.49, -1.57, -0.44], [-1.10, 1.46, -1.75], [-2.52, -0.22, -2.05], [-2.00, 1.50, -0.27], [0.52, -0.18, 1.85], [-0.50, 1.22, 2.01], [-2.05, -0.35, 2.63], [-1.11, -1.68, 1.94], [-2.16, -0.76, 0.74], [0.63, 1.46, -0.16], [3.28, 0.81, 0.37]], "charge": 0, "energy_ha": -346.23509, "homo_energy_ev": -7.034, "de_lowest_kcal_mol": 183.3, "largest_force_ha_per_bohr": 0.05167, "orbital_gap_ha": 0.135}

---

> Number 4 is which compound?

C6H14N2